Arrangement a

Computed, not measured: the ion C2H3FNO3 with charge -1, with wB97M-V/def2-TZVPD.

The value obtained for the LUMO energy is 4.1 eV. As for the gap between HOMO and LUMO: 0.3191 Eh.

Structure (ORCA input):
```
! RIJCOSX wB97M-V def2-TZVPD def2/J DEFGRID3
* xyz -1 1
N -1.91 0.01 -0.79
O -0.50 0.27 -1.04
C 0.29 0.03 0.32
F -0.01 -1.25 0.71
C 1.95 0.26 0.12
O 2.38 1.08 0.93
O 2.48 -0.48 -0.70
H -2.14 0.42 0.09
H -2.22 -0.97 -0.64
H -0.32 0.62 0.99
*
```

=====

Arrangement b

Computed, not measured: the ion C2H3FNO3 with charge -1, with wB97M-V/def2-TZVPD.

The value obtained for the LUMO energy is 4.1 eV. As for the gap between HOMO and LUMO: 0.3052 Eh.

Structure (ORCA input):
```
! RIJCOSX wB97M-V def2-TZVPD def2/J DEFGRID3
* xyz -1 1
N 1.86 0.19 0.80
O 0.41 0.05 0.88
C -0.23 -0.34 -0.21
F -0.03 -1.65 -0.49
C -1.73 0.14 -0.10
O -1.87 1.32 -0.42
O -2.62 -0.60 0.31
H 1.94 1.11 0.44
H 2.06 -0.52 -0.01
H 0.20 0.30 -1.20
*
```

=====

Winner for stability: arrangement b

=====

Arrangement a

Computed, not measured: a structure of composition CH8N7O3, with wB97M-V/def2-TZVPD.

The value obtained for the LUMO energy is -4.2 eV. As for the gap between HOMO and LUMO: 0.3306 Eh.

Structure (ORCA input):
```
! RIJCOSX wB97M-V def2-TZVPD def2/J DEFGRID3
* xyz 1 1
C 0.45 1.07 -0.44
N 1.71 0.83 -0.08
N -1.64 1.80 0.34
N 0.00 -2.94 -2.21
N -0.47 1.03 0.51
N -0.21 -1.68 -2.24
N -1.16 0.70 -2.27
N -0.02 0.80 1.76
O 0.30 1.46 -1.67
O -0.94 0.21 -3.26
O -0.57 -1.08 -1.23
H 2.51 1.23 -0.58
H -1.40 2.46 -0.42
H -2.46 1.36 0.15
H 0.55 -3.15 -3.12
H 0.06 -3.61 -1.37
H -0.26 -0.22 2.10
H 1.67 0.78 0.99
H -0.28 1.55 2.43
*
```

=====

Arrangement b

Computed, not measured: a cluster of 2 separate species, CH8N7O3 in total, with wB97M-V/def2-TZVPD.

The value obtained for the LUMO energy is -3.7 eV. As for the gap between HOMO and LUMO: 0.3420 Eh.

Structure (ORCA input):
```
! RIJCOSX wB97M-V def2-TZVPD def2/J DEFGRID3
* xyz 1 1
C -0.30 1.15 0.02
N -0.43 1.95 -1.03
N 1.37 0.42 1.61
N -1.60 -3.20 -1.21
N 0.95 1.15 0.51
N -1.47 -2.29 -0.32
N -1.08 -0.69 1.47
N 1.96 1.91 -0.13
O -1.33 0.67 0.54
O -2.06 -1.22 1.67
O -0.39 -1.64 -0.33
H -1.25 2.20 -1.57
H 1.63 -0.63 1.43
H 2.07 0.88 2.06
H -2.43 -3.77 -1.32
H -0.92 -3.41 -2.02
H 2.79 1.33 -0.47
H 0.31 2.52 -1.41
H 2.18 2.67 0.50
*
```

=====

Winner for stability: arrangement b